[1]
C3H3CsLiO2 | ωB97M-V/def2-TZVPD

Properties
**HOMO-LUMO gap (spin up / spin down)**: 2.6 / 3.8 eV
**Energy above the lowest of the compared OMol25 structures with the same formula, charge and spin**: 10.0 kcal per mole
**Spin multiplicity**: 2
**Highest occupied orbital energy (spin up / spin down)**: -3.908 / -5.030 eV
**LUMO energy (spin up / spin down)**: -1.273 / -1.272 eV

CARTESIAN COORDINATES (ANGSTROEM)
O (-0.777, -0.717, 0.305)
C (-1.114, -1.650, -0.700)
C (-1.740, -2.902, -0.133)
O (4.824, 5.787, 0.723)
C (3.833, 5.266, 0.822)
Cs (0.313, 2.796, 1.093)
Li (-1.420, -1.880, 1.585)
H (-0.201, -1.909, -1.293)
H (-1.800, -1.171, -1.445)
H (-1.918, -3.621, -0.957)

Per-atom Mulliken charges, elementary charge units: O -0.920; C 0.074; C -1.070; O -0.121; C 0.123; Cs 0.950; Li 0.563; H 0.155; H 0.169; H 0.076



[2]
C5H6O2 | ωB97M-V/def2-TZVPD

Properties
**HOMO-LUMO gap**: 9.0 eV
**Energy above the lowest of the compared OMol25 structures with the same formula, charge and spin**: 84.3 kcal per mole
**Highest occupied orbital energy**: -8.577 eV
**LUMO energy**: 0.471 eV

CARTESIAN COORDINATES (ANGSTROEM)
O (2.083, 0.930, -0.517)
C (1.326, -0.064, -0.820)
C (0.091, -0.169, -0.190)
C (-0.432, -0.560, 1.154)
C (-0.974, -1.190, -0.109)
C (-0.195, 1.741, -0.184)
O (-1.276, 2.156, -0.096)
H (1.568, -0.630, -1.728)
H (-1.082, 0.135, 1.685)
H (0.213, -1.158, 1.794)
H (-1.975, -0.889, -0.412)
H (-0.740, -2.234, -0.308)
H (1.231, 1.705, -0.238)

Per-atom Mulliken charges, elementary charge units: O -0.530; C -0.068; C 0.340; C -0.607; C -0.544; C 0.102; O -0.340; H 0.318; H 0.242; H 0.221; H 0.195; H 0.281; H 0.392



[3]
C18H23I2NO3RuS2Y | ωB97M-V/def2-TZVPD

Properties
**HOMO-LUMO gap (spin up / spin down)**: 4.6 / 4.5 eV
**Energy above the lowest of the compared OMol25 structures with the same formula, charge and spin**: 53.6 kcal per mole
**Spin multiplicity**: 6
**Charge**: +4
**Highest occupied orbital energy (spin up / spin down)**: -18.331 / -20.458 eV
**LUMO energy (spin up / spin down)**: -13.728 / -15.914 eV

CARTESIAN COORDINATES (ANGSTROEM)
I (1.449, -1.877, 0.875)
I (0.638, -2.720, -3.782)
Y (-0.221, 1.402, -2.976)
Ru (-0.357, -0.199, -0.429)
S (1.221, -0.994, -1.875)
S (-2.076, -0.510, -1.982)
C (0.222, 1.487, 0.053)
C (3.284, -0.990, -1.900)
C (-3.660, 0.132, -1.398)
C (3.687, -0.726, -3.318)
C (3.599, 0.146, -0.958)
C (3.699, -2.381, -1.479)
C (-4.485, 0.168, -2.692)
C (-3.490, 1.508, -0.785)
C (-4.179, -0.899, -0.409)
C (1.565, 2.826, -2.472)
C (-0.801, 3.604, -2.099)
O (0.610, 2.557, 0.394)
O (2.340, 3.591, -2.140)
O (-0.852, 4.622, -1.542)
H (3.395, 0.249, -3.669)
H (3.318, -1.508, -3.994)
H (4.761, -0.806, -3.350)
H (3.126, 1.068, -1.271)
H (4.670, 0.271, -0.975)
H (3.296, -0.057, 0.069)
H (3.534, -2.606, -0.418)
H (4.781, -2.430, -1.646)
H (3.222, -3.159, -2.067)
H (-5.463, 0.576, -2.456)
H (-4.623, -0.851, -3.107)
H (-4.029, 0.817, -3.466)
H (-4.494, 1.901, -0.562)
H (-2.996, 2.215, -1.473)
H (-2.899, 1.446, 0.139)
H (-5.178, -0.594, -0.081)
H (-3.508, -0.975, 0.458)
H (-4.256, -1.880, -0.889)
N (-1.454, -0.346, 1.342)
C (-1.482, -0.077, 2.492)
C (-1.543, 0.248, 3.841)
C (-2.742, 0.682, 4.443)
C (-2.740, 1.048, 5.823)
C (-1.573, 0.969, 6.597)
C (-0.358, 0.562, 5.985)
C (-0.342, 0.201, 4.625)
H (-3.643, 0.760, 3.857)
H (-3.665, 1.401, 6.279)
H (-1.575, 1.215, 7.645)
H (0.577, 0.534, 6.554)
H (0.625, -0.108, 4.120)

Per-atom Mulliken charges, elementary charge units: I 0.190; I 0.235; Y 1.093; Ru 0.165; S 0.068; S -0.209; C 0.284; C 1.043; C 1.392; C -1.332; C -0.940; C -1.156; C -1.471; C -1.059; C -1.467; C 0.062; C 0.224; O -0.285; O -0.045; O -0.115; H 0.305; H 0.400; H 0.493; H 0.100; H 0.503; H 0.199; H 0.275; H 0.465; H 0.362; H 0.451; H 0.424; H 0.357; H 0.487; H 0.179; H 0.085; H 0.463; H 0.178; H 0.438; N -0.232; C 0.312; C 0.400; C -0.133; C -0.476; C -0.517; C -0.491; C -0.046; H 0.560; H 0.467; H 0.490; H 0.457; H 0.367



Number 1: molar mass 210.901 g/mol, DFT total energy -8002.4535 eV. Number 2: molar mass 98.101 g/mol, DFT total energy -9373.4410 eV. Number 3: molar mass 809.304 g/mol, DFT total energy -68122.4626 eV.